# 1
The following is a quantum chemistry calculation of a gas-phase ion, C5H11N4 (charge +1), from the OMol25 dataset.

The HOMO energy is -0.518 Eh. For the relative energy (zero: lowest compared OMol25 entry of this formula, charge and spin), the calculation gives 2.0043 eV. Its SMILES is [H]/N=C/C=N\C(N)=[NH+]/CC. The value obtained for the frontier orbital gap is 9.242 eV. The value obtained for the LUMO energy is -4.85 eV. Its net charge is +1.

Positions of all 20 atoms, in Å:
C1 -0.59 2.46 -1.62
C2 0.78 1.84 -1.61
C3 0.83 0.83 0.56
C4 -0.09 -2.57 0.05
C5 -0.52 -1.11 0.12
N1 -1.38 2.06 -0.72
N2 1.11 1.02 -0.69
N3 1.24 1.74 1.44
N4 0.33 -0.32 0.97
H1 -0.75 3.14 -2.51
H2 1.32 2.05 -2.63
H3 0.10 -2.76 1.09
H4 -0.81 -3.24 -0.40
H5 0.95 -2.88 -0.23
H6 -1.63 -0.93 0.50
H7 -0.59 -0.71 -0.85
H8 2.04 2.35 1.16
H9 1.08 1.61 2.40
H10 0.72 -0.77 1.79
H11 -2.35 2.43 -0.74

---

# 2
The following is a quantum chemistry calculation of a gas-phase ion, C5H11N4 (charge +1), from the OMol25 dataset.

The HOMO energy (spin up / spin down) is -0.368 / -0.555 Eh. For the relative energy (zero: lowest compared OMol25 entry of this formula, charge and spin), the calculation gives 6.0230 eV. The value obtained for the frontier orbital gap (spin up / spin down) is 6.793 / 9.015 eV. The value obtained for the LUMO energy (spin up / spin down) is -3.23 / -6.09 eV. Its net charge is +1. As for the spin multiplicity: 3.

Positions of all 20 atoms, in Å:
C1 3.78 0.74 -0.07
C2 1.39 0.11 0.00
C3 -1.26 0.61 1.24
C4 -1.62 -1.58 0.12
C5 -1.09 0.41 -1.13
N1 2.69 -0.05 -0.09
N2 4.21 -0.41 0.14
N3 0.48 -0.82 0.11
N4 -0.88 -0.30 0.09
H1 4.01 1.69 -0.39
H2 1.09 1.14 -0.28
H3 -2.17 0.94 0.93
H4 -1.29 0.01 2.16
H5 -0.57 1.41 1.31
H6 -1.28 -2.24 0.91
H7 -2.62 -1.36 0.36
H8 -1.46 -1.99 -0.82
H9 -1.15 1.50 -1.06
H10 -0.30 0.19 -1.87
H11 -1.96 0.00 -1.67

---

# 3
The following is a quantum chemistry calculation of a gas-phase ion, C5H11N4S (charge +1), from the OMol25 dataset.

The HOMO energy (spin up / spin down) is -0.420 / -0.419 Eh. For the relative energy (zero: lowest compared OMol25 entry of this formula, charge and spin), the calculation gives 2.7599 eV. The value obtained for the frontier orbital gap (spin up / spin down) is 7.377 / 7.325 eV. The value obtained for the LUMO energy (spin up / spin down) is -4.06 / -4.08 eV. Its net charge is +1.

Positions of all 21 atoms, in Å:
C1 -1.47 -1.13 -0.16
C2 1.54 -0.74 1.22
C3 2.31 0.37 -1.03
C4 0.10 -0.16 1.06
C5 -0.10 0.69 -0.19
N1 -0.85 -1.23 0.96
N2 -1.12 0.01 -0.89
N3 -2.45 -1.93 -0.58
N4 -0.50 2.13 0.07
S1 2.24 -1.18 -0.38
H1 2.19 -0.01 1.70
H2 1.48 -1.65 1.82
H3 2.44 0.46 -2.09
H4 2.59 1.20 -0.40
H5 -0.07 0.41 1.99
H6 -1.23 0.06 -1.89
H7 -2.60 -2.77 -0.04
H8 -2.74 -1.93 -1.54
H9 0.07 2.52 0.82
H10 -1.49 2.20 0.34
H11 -0.36 2.69 -0.78

---

# 4
The following is a quantum chemistry calculation of a gas-phase ion, C5H11N5 (charge +2), from the OMol25 dataset.

The HOMO energy is -0.591 Eh. For the relative energy (zero: lowest compared OMol25 entry of this formula, charge and spin), the calculation gives 6.3995 eV. Its SMILES is [H]/N=N/C=N\C=C\C=[N+](/C)[NH3+]. The value obtained for the frontier orbital gap is 8.083 eV. The value obtained for the LUMO energy is -8.01 eV. Its net charge is +2.

Positions of all 21 atoms, in Å:
C1 -0.21 0.92 0.15
C2 0.91 0.72 0.93
C3 -1.29 -0.01 -0.05
C4 -3.13 0.74 -1.48
C5 1.51 -1.67 0.58
N1 -2.35 0.04 -0.76
N2 -2.95 0.48 -3.96
N3 -2.90 1.06 -2.91
N4 1.58 -0.46 1.32
N5 2.71 -0.17 2.21
H1 -0.58 1.93 -0.19
H2 1.34 1.67 1.18
H3 -1.42 -0.96 0.58
H4 -3.89 1.46 -1.10
H5 0.92 -1.63 -0.42
H6 2.64 -2.01 0.25
H7 0.85 -2.39 1.13
H8 -2.57 0.95 -4.77
H9 2.65 -0.98 2.90
H10 2.64 0.65 2.74
H11 3.53 -0.35 1.66

---

# 5
The following is a quantum chemistry calculation of a single C5H11NO molecule, from the OMol25 dataset.

The HOMO energy is -0.344 Eh. For the relative energy (zero: lowest compared OMol25 entry of this formula, charge and spin), the calculation gives 2.3211 eV. Its SMILES is C=CC[C@H](N)CO. The value obtained for the frontier orbital gap is 10.197 eV. The value obtained for the LUMO energy is 0.83 eV.

Positions of all 18 atoms, in Å:
C1 1.42 -0.51 0.60
O1 1.84 -1.88 0.67
C2 0.34 -0.34 -0.50
C3 -0.92 0.38 -0.04
C4 -1.19 1.82 -0.37
C5 -1.79 2.67 0.47
N1 -0.11 -1.64 -1.07
H1 2.25 0.16 0.38
H2 1.06 -0.26 1.60
H3 2.60 -1.88 1.25
H4 0.82 0.15 -1.34
H5 -1.75 -0.09 -0.49
H6 -1.13 0.09 1.00
H7 -0.85 2.10 -1.36
H8 -2.14 3.60 0.04
H9 -1.84 2.51 1.54
H10 0.63 -2.10 -1.57
H11 -0.29 -2.25 -0.27

---

# 6
The following is a quantum chemistry calculation of a single C5H11NO molecule, from the OMol25 dataset.

The HOMO energy is -0.354 Eh. For the relative energy (zero: lowest compared OMol25 entry of this formula, charge and spin), the calculation gives 0.1028 eV. Its SMILES is CNC(=O)C(C)C. The value obtained for the frontier orbital gap is 10.513 eV. The value obtained for the LUMO energy is 0.87 eV.

Positions of all 18 atoms, in Å:
C1 -2.38 -0.56 -1.49
N1 -1.01 -0.54 -1.03
C2 -0.51 0.32 -0.10
O1 -1.15 1.22 0.42
C3 0.94 0.01 0.29
C4 1.78 1.27 0.20
C5 0.91 -0.60 1.69
H1 -2.83 -1.55 -1.34
H2 -2.44 -0.32 -2.56
H3 -2.94 0.18 -0.93
H4 -0.36 -1.22 -1.39
H5 1.35 -0.74 -0.40
H6 1.30 2.08 0.75
H7 1.89 1.59 -0.85
H8 2.79 1.11 0.61
H9 1.92 -0.81 2.06
H10 0.41 0.09 2.38
H11 0.34 -1.54 1.69

---

# 7
The following is a quantum chemistry calculation of 2 unconnected molecules or ions with the total composition C5H11NO, from the OMol25 dataset.

The HOMO energy is -0.298 Eh. For the relative energy (zero: lowest compared OMol25 entry of this formula, charge and spin), the calculation gives 3.7806 eV. Its SMILES is C=CCNC=C.O. The value obtained for the frontier orbital gap is 8.718 eV. The value obtained for the LUMO energy is 0.61 eV.

Positions of all 18 atoms, in Å:
C1 2.41 0.16 -1.80
C2 1.42 0.56 -0.98
N1 0.87 -0.31 -0.02
C3 -0.40 -0.32 0.65
C4 0.47 -2.50 1.76
C5 -0.33 -1.44 1.70
H1 2.66 -0.82 -2.18
H2 3.01 0.93 -2.26
H3 0.93 1.51 -1.14
H4 0.98 -1.17 -0.56
H5 -0.50 0.62 1.20
H6 -1.26 -0.56 0.01
H7 0.10 -3.50 1.98
H8 1.42 -2.44 1.24
H9 -1.39 -1.52 2.03
H10 -3.23 4.36 -0.54
H11 -3.52 2.87 -0.89
O1 -3.62 3.55 -0.21

---

# 8
The following is a quantum chemistry calculation of a molecular structure, C5H11NO, from the OMol25 dataset.

The HOMO energy (spin up / spin down) is -0.272 / -0.272 Eh. For the relative energy (zero: lowest compared OMol25 entry of this formula, charge and spin), the calculation gives 6.3269 eV. The value obtained for the frontier orbital gap (spin up / spin down) is 7.724 / 7.726 eV. The value obtained for the LUMO energy (spin up / spin down) is 0.32 / 0.32 eV.

Positions of all 18 atoms, in Å:
C1 -1.14 1.04 -1.60
C2 0.85 1.65 -0.03
N1 0.94 0.40 0.40
C3 1.28 -0.78 -0.38
C4 -0.04 -0.59 0.28
C5 -0.69 -1.38 1.37
O1 0.20 -2.10 2.21
H1 -0.49 1.40 -2.40
H2 -1.70 1.88 -1.18
H3 -1.86 0.33 -2.04
H4 1.69 2.08 -0.58
H5 0.20 2.34 0.52
H6 1.31 -0.65 -1.46
H7 2.06 -1.41 0.05
H8 -0.76 0.09 -0.62
H9 -1.34 -0.71 1.95
H10 -1.34 -2.14 0.91
H11 0.81 -1.45 2.59

---

# 9
The following is a quantum chemistry calculation of a single C5H11NO molecule, from the OMol25 dataset.

The HOMO energy is -0.352 Eh. For the relative energy (zero: lowest compared OMol25 entry of this formula, charge and spin), the calculation gives 0.5243 eV. Its SMILES is CC[C@@H](C)NC=O. The value obtained for the frontier orbital gap is 10.577 eV. The value obtained for the LUMO energy is 0.99 eV.

Positions of all 18 atoms, in Å:
C1 -1.77 -0.77 -0.81
C2 -1.24 0.34 0.10
C3 0.27 0.55 0.00
C4 0.72 1.77 0.80
N1 1.03 -0.65 0.39
C5 1.72 -1.54 -0.36
O1 2.28 -2.46 0.21
H1 -1.56 -0.53 -1.87
H2 -1.29 -1.73 -0.58
H3 -2.85 -0.89 -0.71
H4 -1.74 1.29 -0.15
H5 -1.49 0.12 1.15
H6 0.51 0.73 -1.06
H7 0.18 2.67 0.48
H8 0.50 1.61 1.86
H9 1.79 1.95 0.68
H10 1.20 -1.06 1.32
H11 1.74 -1.40 -1.45

---

# 10
The following is a quantum chemistry calculation of a molecular structure, C5H11NO, from the OMol25 dataset.

The HOMO energy is -0.270 Eh. For the relative energy (zero: lowest compared OMol25 entry of this formula, charge and spin), the calculation gives 5.6244 eV. The value obtained for the frontier orbital gap is 8.429 eV. The value obtained for the LUMO energy is 1.07 eV.

Positions of all 18 atoms, in Å:
C1 2.18 -0.25 -1.56
C2 1.42 -0.52 -0.29
C3 1.03 0.50 0.70
N1 0.08 0.05 -0.13
C4 -1.16 -0.26 -0.34
C5 -2.28 0.59 0.19
O1 -1.93 1.35 1.33
H1 1.89 -0.92 -2.38
H2 3.25 -0.42 -1.36
H3 2.05 0.79 -1.88
H4 1.48 -1.56 0.07
H5 1.33 1.52 0.90
H6 0.01 -0.65 1.98
H7 -1.37 -1.10 -1.00
H8 -0.62 -1.09 1.92
H9 -2.61 1.31 -0.56
H10 -3.13 -0.08 0.40
H11 -1.61 0.74 2.00

---

# 11
The following is a quantum chemistry calculation of 2 unconnected molecules or ions with the total composition C5H11NO, from the OMol25 dataset.

The HOMO energy is -0.277 Eh. For the relative energy (zero: lowest compared OMol25 entry of this formula, charge and spin), the calculation gives 1.7937 eV. Its SMILES is C=C/C=C(/C)N.O. The value obtained for the frontier orbital gap is 8.351 eV. The value obtained for the LUMO energy is 0.80 eV.

Positions of all 18 atoms, in Å:
N1 -0.36 -0.06 1.88
C1 0.58 -0.54 0.99
C2 0.39 -0.79 -0.32
C3 -0.83 -0.49 -1.04
C4 -0.96 -0.46 -2.36
C5 1.92 -0.84 1.64
H1 -0.12 0.19 2.82
H2 -1.28 0.22 1.59
H3 1.23 -1.25 -0.82
H4 -1.67 -0.20 -0.41
H5 -1.88 -0.35 -2.91
H6 -0.14 -0.77 -3.02
H7 2.60 -0.03 1.38
H8 2.30 -1.81 1.34
H9 1.77 -0.94 2.72
H10 -0.42 2.18 -0.09
H11 0.03 2.23 -1.53
O1 -0.73 2.43 -0.97

---

# 12
The following is a quantum chemistry calculation of a single C5H11NO molecule, from the OMol25 dataset.

The HOMO energy (spin up / spin down) is -0.282 / -0.276 Eh. For the relative energy (zero: lowest compared OMol25 entry of this formula, charge and spin), the calculation gives 3.9726 eV. The value obtained for the frontier orbital gap (spin up / spin down) is 7.430 / 7.187 eV. The value obtained for the LUMO energy (spin up / spin down) is -0.23 / -0.33 eV.

Positions of all 18 atoms, in Å:
C1 0.80 0.02 0.34
C2 -1.48 -0.33 -0.30
C3 -0.45 0.02 1.02
C4 1.49 -1.26 0.07
C5 1.40 1.31 -0.06
N1 -1.03 0.46 -1.33
O1 -2.84 -0.24 0.07
H1 -3.09 0.68 -0.08
H2 -1.71 0.39 -2.09
H3 -1.30 -1.42 -0.37
H4 -0.77 0.98 1.40
H5 -0.62 -0.78 1.73
H6 2.15 -1.20 -0.80
H7 0.77 -2.07 -0.07
H8 2.11 -1.54 0.93
H9 2.28 1.20 -0.69
H10 1.66 1.91 0.83
H11 0.62 1.86 -0.61